A molecular structure, C13H7AlN4O6S3SbSe. Source: the OMol25 dataset; level of theory: ωB97M-V/def2-TZVPD.

Cartesian coordinates (Å):
Al1 1.45 1.51 -1.25
S1 2.89 3.00 -5.77
Sb1 3.37 3.62 -3.62
S2 3.59 1.68 -2.03
S3 0.92 3.61 -2.60
O1 0.43 0.25 -1.79
C1 0.70 -0.54 -0.80
O2 1.37 -0.05 0.16
C2 0.13 -1.88 -0.69
C3 -0.26 -2.37 0.52
C4 -0.89 -3.61 0.59
C5 -1.10 -4.46 -0.46
C6 -0.57 -3.97 -1.67
C7 -0.10 -2.62 -1.82
N1 -0.36 -4.81 -2.74
O3 -0.23 -4.29 -3.88
O4 -0.45 -6.02 -2.47
N2 -1.20 -4.10 1.99
O5 -1.50 -5.30 2.14
O6 -1.16 -3.25 2.85
H1 -0.07 -1.82 1.42
H2 -1.46 -5.49 -0.43
H3 0.23 -2.41 -2.88
Se1 1.58 4.52 -0.41
N3 1.34 2.76 0.18
C8 0.40 2.87 1.13
C9 0.16 1.97 2.26
C10 -0.90 2.34 3.09
C11 -1.65 3.52 3.13
C12 -1.44 4.43 2.13
C13 -0.30 4.17 1.25
N4 -0.03 5.01 0.30
H4 0.82 1.18 2.45
H5 -1.19 1.66 3.90
H6 -2.43 3.58 3.89
H7 -2.06 5.30 1.94

The energy relative to the best compared isomer or geometry (same formula, charge and spin) is 192.0 kJ/mol. The total energy is -5248.61579 Ha. Its max |F| is 4.51 eV Å⁻¹. As for the HOMO energy (alpha / beta): -7.7 / -7.7 eV. Its spin multiplicity is 2. The LUMO energy (alpha / beta) comes out at -2.308 / -2.870 eV. The orbital gap (alpha / beta) comes out at 5.41 / 4.84 eV.